No. 1
{"formula": "C3H7NO", "method": "wB97M-V/def2-TZVPD", "elements": ["C", "C", "O", "H", "H", "H", "H", "C", "N", "H", "H", "H"], "coordinates": [[2.412, -0.654, 0.470], [1.104, -1.135, -0.101], [0.312, -0.469, -0.706], [2.270, -0.912, 1.531], [3.313, -1.169, 0.141], [2.512, 0.429, 0.455], [0.825, -2.149, 0.251], [-2.108, 1.186, -0.490], [-2.093, 0.992, 0.754], [-2.848, 0.717, -1.125], [-1.382, 1.793, -1.037], [-1.348, 1.544, 1.176]], "atomic_forces_ev_per_a": [[-0.51, 0.13, 0.91], [0.13, -0.05, 0.49], [0.13, 0.11, -0.38], [0.37, -0.03, -0.02], [-0.15, -0.05, -0.22], [0.07, -0.02, -0.47], [0.06, -0.13, -0.36], [0.29, 0.13, -0.36], [-0.27, 0.19, 0.11], [-0.26, -0.28, 0.09], [0.02, 0.11, 0.15], [0.13, -0.12, 0.07]], "homo_ev": -9.820, "e_lumo_ha": 0.036, "de_lowest_kj_mol": 209.9, "smiles": "CC=O.C=N"}



No. 2
{"formula": "C14H29F3O8S", "method": "wB97M-V/def2-TZVPD", "elements": ["O", "S", "O", "O", "C", "O", "C", "C", "C", "O", "C", "C", "F", "F", "F", "O", "H", "H", "H", "H", "H", "H", "H", "H", "H", "C", "C", "O", "C", "C", "H", "H", "H", "H", "H", "H", "H", "H", "H", "H", "C", "C", "O", "C", "C", "H", "H", "H", "H", "H", "H", "H", "H", "H", "H"], "coordinates": [[2.310, -1.302, 4.523], [2.694, -1.003, 3.100], [2.913, -2.346, 2.475], [3.936, 0.121, 2.933], [3.422, 1.457, 2.597], [3.691, 2.300, 3.745], [1.835, 1.235, 2.656], [0.899, 2.292, 1.900], [-0.669, 1.951, 2.126], [-0.796, 1.580, 3.512], [-2.078, 1.021, 3.807], [-2.346, -0.390, 3.088], [-1.148, -1.008, 2.689], [-3.170, -0.151, 1.983], [-2.921, -1.252, 4.035], [1.597, -0.135, 2.178], [3.891, 1.903, 1.672], [3.587, 1.738, 4.544], [1.656, 1.099, 3.780], [1.097, 2.316, 0.784], [1.057, 3.301, 2.410], [-0.912, 1.127, 1.387], [-1.237, 2.887, 1.830], [-2.950, 1.748, 3.663], [-2.073, 0.786, 4.928], [2.364, -0.972, -2.882], [1.817, 0.130, -1.989], [2.280, 1.427, -2.339], [1.960, 1.879, -3.647], [0.466, 1.952, -3.914], [3.457, -0.968, -2.868], [2.012, -1.948, -2.540], [2.049, -0.849, -3.920], [2.148, -0.054, -0.963], [0.722, 0.111, -1.967], [2.463, 1.259, -4.395], [2.384, 2.881, -3.741], [-0.009, 0.971, -3.850], [0.278, 2.349, -4.915], [-0.022, 2.602, -3.182], [-2.782, -3.357, -0.286], [-1.800, -2.252, -0.637], [-1.372, -2.278, -1.989], [-2.379, -2.134, -2.979], [-3.147, -0.826, -2.878], [-2.350, -4.337, -0.504], [-3.039, -3.315, 0.775], [-3.710, -3.275, -0.857], [-0.902, -2.374, -0.025], [-2.211, -1.268, -0.388], [-3.060, -2.991, -2.954], [-1.872, -2.170, -3.946], [-3.690, -0.743, -1.935], [-3.875, -0.749, -3.690], [-2.463, 0.025, -2.939]], "atomic_forces_ev_per_a": [[0.91, 3.07, -3.33], [-1.02, -5.20, 0.78], [0.20, 4.56, 0.14], [-1.43, -0.78, -0.43], [-1.46, 0.30, 2.30], [0.32, -0.90, -1.25], [-0.14, 0.22, -0.04], [-0.60, -0.50, 1.24], [2.02, 0.24, -1.09], [-1.58, -0.21, -1.19], [-0.04, -0.55, 1.49], [0.89, 0.55, 0.73], [-2.74, 1.18, 0.40], [1.28, -1.40, 1.80], [0.46, 1.38, -2.38], [1.83, -0.40, 1.41], [-0.48, -0.77, 1.12], [0.04, 0.42, -0.70], [-0.25, 1.13, -1.47], [0.01, 0.07, 1.40], [0.19, -1.30, -0.90], [-0.04, 0.70, 1.15], [0.31, -1.08, 0.64], [1.15, -1.07, -0.34], [0.16, 0.29, -1.61], [0.04, 0.02, -0.11], [-0.02, -0.20, -0.07], [0.13, 0.25, 0.20], [-0.10, -0.04, -0.02], [-0.11, -0.06, 0.04], [-0.08, 0.00, 0.05], [-0.01, 0.09, 0.01], [-0.07, -0.06, 0.05], [0.04, 0.20, -0.06], [-0.03, -0.08, -0.08], [-0.07, -0.05, -0.03], [0.07, -0.10, 0.19], [0.03, -0.01, -0.08], [0.03, -0.01, 0.08], [0.05, 0.00, -0.06], [-0.10, -0.06, -0.13], [-0.06, -0.05, 0.13], [0.28, 0.01, -0.17], [-0.06, 0.07, 0.07], [-0.03, 0.08, 0.09], [0.01, 0.08, 0.06], [0.05, 0.01, -0.05], [-0.01, 0.05, 0.08], [0.04, 0.04, -0.22], [-0.10, -0.01, 0.01], [-0.08, 0.03, 0.03], [0.15, -0.06, 0.16], [-0.05, -0.04, -0.05], [0.08, -0.01, 0.04], [-0.03, -0.06, -0.04]], "homo_ev": -9.708, "e_lumo_ha": 0.018}



No. 3
{"formula": "C16H34Br10N2O2", "method": "wB97M-V/def2-TZVPD", "elements": ["C", "N", "C", "C", "O", "H", "H", "H", "H", "H", "H", "H", "C", "N", "C", "C", "O", "H", "H", "H", "H", "H", "H", "H", "Br", "C", "C", "Br", "H", "H", "H", "H", "Br", "C", "C", "Br", "H", "H", "H", "H", "Br", "C", "C", "Br", "H", "H", "H", "H", "Br", "C", "C", "Br", "H", "H", "H", "H", "Br", "C", "C", "Br", "H", "H", "H", "H"], "coordinates": [[-10.714, 5.328, 20.918], [-11.392, 5.940, 22.159], [-12.561, 5.424, 22.798], [-10.926, 7.134, 22.655], [-11.462, 7.706, 23.574], [-11.331, 5.558, 20.049], [-10.596, 4.254, 21.061], [-9.877, 6.000, 20.728], [-13.413, 5.537, 22.128], [-12.492, 4.340, 22.877], [-12.684, 5.777, 23.823], [-9.999, 7.496, 22.185], [-10.851, 6.828, 15.762], [-9.687, 7.565, 16.094], [-8.855, 7.869, 14.959], [-9.250, 7.745, 17.362], [-9.711, 7.286, 18.426], [-11.389, 7.081, 14.848], [-11.575, 7.023, 16.554], [-10.590, 5.788, 15.955], [-9.166, 8.810, 14.505], [-7.793, 7.973, 15.182], [-8.953, 7.130, 14.163], [-8.341, 8.361, 17.434], [-8.200, -0.529, 17.985], [-8.422, 1.403, 18.419], [-9.521, 1.501, 19.461], [-8.905, 1.071, 21.294], [-8.511, 2.041, 17.539], [-7.507, 1.602, 18.977], [-10.453, 1.037, 19.140], [-9.542, 2.591, 19.487], [-16.010, 2.392, 17.293], [-14.124, 2.543, 17.845], [-13.267, 3.252, 16.707], [-11.638, 3.942, 17.578], [-13.706, 1.545, 17.978], [-14.028, 2.993, 18.833], [-13.856, 4.048, 16.249], [-12.847, 2.637, 15.912], [-8.952, 9.147, 28.220], [-9.897, 9.139, 26.409], [-10.986, 10.212, 26.334], [-12.630, 9.965, 27.480], [-10.345, 8.172, 26.178], [-9.139, 9.324, 25.649], [-11.326, 10.164, 25.300], [-10.374, 11.087, 26.552], [-11.035, 5.987, 28.335], [-10.556, 5.085, 26.588], [-11.341, 3.765, 26.539], [-11.086, 2.883, 24.746], [-9.475, 4.952, 26.534], [-10.800, 5.785, 25.789], [-12.379, 4.046, 26.718], [-11.029, 3.097, 27.342], [-5.234, 8.197, 19.389], [-5.420, 7.098, 21.059], [-6.965, 6.895, 21.278], [-7.407, 5.659, 22.779], [-4.803, 7.510, 21.857], [-4.867, 6.231, 20.694], [-7.382, 6.379, 20.413], [-7.499, 7.842, 21.369]], "atomic_forces_ev_per_a": [[-1.98, 1.90, 1.52], [2.15, 0.90, -0.80], [-0.49, -1.79, -0.80], [-0.05, -1.59, -0.72], [-0.06, 0.89, 0.80], [-0.36, -0.45, 0.01], [0.54, 0.23, -0.02], [0.59, -0.82, 0.22], [-0.50, 0.63, 0.41], [0.29, -0.10, 0.01], [-0.14, 0.43, -0.47], [-0.08, -0.02, -0.16], [-1.28, -0.87, 2.14], [0.91, 0.78, -0.10], [0.53, 0.99, -0.63], [0.02, -0.63, 1.54], [-0.02, 0.50, -2.01], [0.81, -0.08, -0.26], [-0.19, 0.03, 0.13], [-0.47, -0.30, -1.03], [-0.05, 0.17, -0.08], [-0.09, -0.13, 0.33], [-0.05, -0.31, 0.30], [0.02, -0.02, -0.37], [0.01, 0.61, -0.41], [0.76, -1.95, 1.38], [0.88, 1.55, -0.59], [-0.49, -0.20, -0.93], [-0.33, -0.38, 0.05], [0.15, 0.30, -0.53], [0.10, 0.04, 0.59], [-1.10, 0.08, 0.48], [0.79, 0.06, 0.29], [1.16, -0.29, -1.37], [-0.66, -0.16, 1.26], [-0.44, -0.08, -0.09], [-0.39, -0.16, -0.16], [-0.37, 0.55, -0.42], [0.38, 0.24, 0.25], [-0.54, -0.39, 0.33], [-0.70, -0.08, -1.48], [-0.80, -0.51, 0.83], [1.03, -0.69, 0.09], [1.56, 0.22, -0.76], [0.35, -0.23, 0.59], [0.05, 0.26, 0.27], [-0.25, 0.33, 0.16], [-1.22, 0.71, 0.21], [0.37, -0.63, -1.13], [0.02, -0.16, 0.28], [0.29, 1.07, -0.08], [-0.06, 0.38, 1.32], [-0.09, -0.09, 0.44], [-0.42, -0.08, 0.16], [-0.13, -0.52, -0.54], [0.12, -0.15, -0.42], [-0.13, 0.01, 0.77], [-0.65, -0.33, -0.87], [1.22, -0.47, -0.33], [0.38, 0.74, -0.48], [-0.61, 0.44, -0.02], [-0.63, -0.38, 0.42], [0.16, 0.11, 0.03], [0.18, -0.13, 0.44]], "homo_ev": -9.079, "e_lumo_ha": 0.001, "de_lowest_kj_mol": 234.3, "smiles": "CN(C)C=O.CN(C)C=O.BrCCBr.BrCCBr.BrCCBr.BrCCBr.BrCCBr"}



No. 4
{"formula": "C7H16O2", "method": "wB97M-V/def2-TZVPD", "elements": ["C", "C", "O", "O", "H", "H", "H", "H", "C", "C", "C", "C", "C", "H", "H", "H", "H", "H", "H", "H", "H", "H", "H", "H", "H"], "coordinates": [[1.581, -1.594, -0.701], [2.346, -0.454, -0.133], [2.037, 0.687, -0.408], [3.274, -0.761, 0.770], [0.803, -1.111, -1.295], [2.364, -2.323, -1.129], [1.084, -2.049, 0.214], [3.747, 0.054, 1.060], [-3.646, -1.273, -0.111], [-2.498, -0.606, 0.559], [-1.799, 0.467, -0.263], [-0.641, 1.159, 0.490], [-0.176, 2.394, -0.244], [-4.481, -0.520, -0.276], [-3.434, -1.572, -1.136], [-3.975, -2.131, 0.468], [-1.765, -1.399, 0.915], [-2.821, -0.175, 1.534], [-1.496, 0.023, -1.178], [-2.633, 1.217, -0.419], [0.286, 0.545, 0.617], [-0.965, 1.396, 1.517], [-0.993, 3.126, -0.319], [0.664, 2.819, 0.250], [0.125, 2.145, -1.303]], "atomic_forces_ev_per_a": [[0.91, -1.16, 1.47], [-0.89, 1.51, -0.33], [1.32, -0.33, 0.03], [0.98, 0.11, 0.41], [0.37, -0.75, -0.52], [-1.81, 0.89, 0.20], [0.53, 0.05, -1.18], [-0.64, -0.56, -0.35], [-1.55, 0.98, -0.81], [1.63, -0.66, 1.85], [-1.13, 0.78, 1.97], [0.25, -0.63, 0.04], [-0.85, -0.01, -1.47], [0.63, -0.94, 0.55], [0.37, -0.37, -0.03], [-0.35, 0.02, -0.13], [-0.49, 0.73, -0.63], [0.01, -0.05, -0.61], [0.37, -0.07, -1.14], [1.10, -0.43, -0.40], [-1.42, 0.08, -0.09], [-0.07, 0.10, -0.33], [0.26, -0.03, 0.10], [0.70, 0.55, 0.28], [-0.22, 0.19, 1.12]], "homo_ev": -10.501, "e_lumo_ha": 0.024, "de_lowest_kj_mol": 88.3, "smiles": "CC(=O)O.CCCCC"}